{
  "formula": "C3H7N3O",
  "method": "wB97M-V/def2-TZVPD",
  "homo_energy_ev": [-5.357, -9.271],
  "spin_multiplicity": 3,
  "s2": 2.01,
  "total_energy_ev": -9737.26695,
  "gap_ev": [6.158, 8.303],
  "species": ["C", "C", "C", "N", "N", "N", "O", "H", "H", "H", "H", "H", "H", "H"],
  "positions_angstrom": [[-2.855, 0.049, -0.010], [1.285, -0.703, -0.365], [-1.975, 1.000, -0.094], [-0.096, -0.526, 0.043], [-0.552, 0.854, 0.064], [2.235, 0.061, 0.432], [-3.677, -0.779, 0.098], [1.449, -1.793, -0.342], [1.374, -0.362, -1.405], [-2.300, 2.019, -0.211], [-0.222, -0.864, 0.996], [-0.066, 1.352, -0.678], [3.172, -0.059, 0.073], [2.229, -0.250, 1.398]]
}